Density functional theory data (wB97M-V/def2-TZVPD) for a cluster of 3 separate species, C16H37FN2O5S2 in total at a distorted geometry.

The total energy is -54796.456 eV. The gap between HOMO and LUMO is 0.3944 Ha. As for the HOMO energy: -10.7 eV.

ORCA input file:
```
! wB97M-V def2-TZVPD RIJCOSX def2/J DEFGRID3
* xyz 0 1
C 0.9231 -4.6091 -2.0165
S 1.2539 -2.9337 -1.4861
O 2.6744 -2.8538 -1.3490
O 0.6153 -2.6386 -0.2392
N 0.8139 -1.7596 -2.6576
C -0.5582 -1.2027 -2.5262
C -1.7032 -2.2006 -2.2582
C -2.8763 -1.9854 -3.2255
N -3.0667 -2.9720 -4.2634
O -3.6294 -1.0546 -3.1176
S 1.2786 -2.1031 -4.2114
O 1.5639 -0.8720 -4.8458
O 2.2922 -3.0877 -4.2212
F 0.0013 -2.6976 -4.8961
H 0.4230 -5.0700 -1.1687
H 0.2283 -4.6629 -2.8474
H 1.8428 -5.1438 -2.1929
H -0.7682 -0.6653 -3.4472
H -0.5310 -0.4546 -1.7459
H -1.4249 -3.2457 -2.3267
H -2.1073 -1.9860 -1.2759
H -2.1496 -3.2983 -4.5559
H -3.4919 -3.7890 -3.8318
C 4.3488 -1.0806 5.1877
C 4.6259 -0.0904 4.0602
C 3.4977 0.9172 3.8468
C 2.1560 0.3075 3.4373
C 2.1918 -0.5335 2.1620
C 2.5924 0.2605 0.9233
H 3.4748 -1.6984 4.9766
H 5.1983 -1.7513 5.3250
H 4.1792 -0.5582 6.1315
H 4.8287 -0.6354 3.1345
H 5.5399 0.4611 4.2961
H 3.8126 1.6453 3.0939
H 3.3514 1.4871 4.7702
H 1.4334 1.1201 3.3068
H 1.7696 -0.3067 4.2558
H 1.1967 -0.9549 1.9985
H 2.8662 -1.3852 2.2838
H 1.9065 1.0961 0.7585
H 2.5649 -0.3784 0.0397
H 3.6043 0.6597 1.0074
C -1.7561 1.9164 1.8108
C -2.8082 1.7239 0.7213
C -2.3735 2.2579 -0.6423
C -2.1082 3.7627 -0.6990
C -3.2889 4.6391 -0.2861
C -4.5096 4.4767 -1.1878
H -1.5493 2.9722 1.9907
H -2.0971 1.4846 2.7528
H -0.8184 1.4254 1.5386
H -3.7476 2.1899 1.0298
H -3.0164 0.6546 0.6223
H -3.1341 1.9939 -1.3826
H -1.4605 1.7351 -0.9510
H -1.8124 4.0229 -1.7201
H -1.2483 4.0059 -0.0685
H -2.9689 5.6837 -0.3167
H -3.5698 4.4365 0.7510
H -4.2615 4.7119 -2.2247
H -5.3084 5.1501 -0.8743
H -4.9059 3.4609 -1.1534
*
```

In elementary charge units, the Mulliken charges are: number 1, C, carries -1.233; number 2, S, carries 1.509; number 3, O, carries -0.707; number 4, O, carries -0.645; number 5, N, carries 0.166; number 6, C, carries -1.333; number 7, C, carries 0.027; number 8, C, carries 0.167; number 9, N, carries -0.646; number 10, O, carries -0.462; number 11, S, carries 1.152; number 12, O, carries -0.583; number 13, O, carries -0.537; number 14, F, carries -0.201; number 15, H, carries 0.494; number 16, H, carries 0.334; number 17, H, carries 0.342; number 18, H, carries 0.628; number 19, H, carries 0.313; number 20, H, carries 0.302; number 21, H, carries 0.299; number 22, H, carries 0.288; number 23, H, carries 0.297; number 24, C, carries -1.209; number 25, C, carries -0.376; number 26, C, carries -0.869; number 27, C, carries -0.640; number 28, C, carries -0.152; number 29, C, carries -0.956; number 30, H, carries 0.288; number 31, H, carries 0.382; number 32, H, carries 0.293; number 33, H, carries 0.244; number 34, H, carries 0.380; number 35, H, carries 0.301; number 36, H, carries 0.432; number 37, H, carries 0.194; number 38, H, carries 0.392; number 39, H, carries 0.227; number 40, H, carries 0.365; number 41, H, carries 0.184; number 42, H, carries 0.176; number 43, H, carries 0.350; number 44, C, carries -1.018; number 45, C, carries -0.567; number 46, C, carries 0.047; number 47, C, carries -0.907; number 48, C, carries -0.462; number 49, C, carries -1.172; number 50, H, carries 0.310; number 51, H, carries 0.435; number 52, H, carries 0.082; number 53, H, carries 0.345; number 54, H, carries 0.337; number 55, H, carries 0.387; number 56, H, carries -0.121; number 57, H, carries 0.416; number 58, H, carries 0.352; number 59, H, carries 0.372; number 60, H, carries 0.236; number 61, H, carries 0.294; number 62, H, carries 0.380; number 63, H, carries 0.274

Density functional theory data (wB97M-V/def2-TZVPD) for a cluster of 3 separate species, C16H37N2O5 in total at a distorted geometry.

The total energy is -30403.290 eV. The gap between HOMO and LUMO is 0.3786 Ha. As for the HOMO energy: -12.3 eV.

ORCA input file:
```
! wB97M-V def2-TZVPD RIJCOSX def2/J DEFGRID3
* xyz 1 1
C -1.0013 5.4170 1.7557
O 0.3060 4.7968 1.7217
C 0.6504 4.5507 0.3854
C 1.6863 3.4548 0.3878
N 1.2231 2.3209 1.2606
H 0.7154 2.6920 2.0849
H 0.1910 1.4524 0.6753
C 2.2832 1.4035 1.7092
C 1.7065 0.5950 2.7707
O 1.2862 1.3475 3.8410
C 0.9241 0.5265 4.9530
H -1.0827 6.2716 1.0816
H -1.0797 5.8077 2.7443
H -1.8418 4.7140 1.6172
H 1.0942 5.4282 -0.0677
H -0.2141 4.1790 -0.1480
H 2.5387 3.8795 0.8842
H 1.9707 3.1057 -0.6028
H 3.0485 2.0625 2.0918
H 2.5255 0.8389 0.8329
H 2.4186 -0.1387 3.1036
H 0.8905 0.0342 2.4097
H 0.7607 1.2773 5.6817
H 1.7560 -0.0838 5.3161
H 0.0274 -0.0765 4.8389
C -0.2257 -0.0175 -4.9518
C 0.7104 -0.0957 -3.7605
C 0.5880 -1.4296 -2.9696
C -0.7565 -1.7979 -2.3735
N -0.6734 -2.9876 -1.4563
C -2.1070 -3.3549 -1.0215
C -1.8950 -4.1300 0.2414
C -0.7916 -3.3546 0.9486
C 0.0578 -2.6559 -0.1385
C 0.0329 -4.1305 -2.1373
H -1.0930 0.5986 -4.7784
H -0.5737 -1.0034 -5.2478
H 0.2684 0.3805 -5.8115
H 0.5569 0.7469 -3.1016
H 1.7223 -0.0483 -4.0972
H 1.2971 -1.4002 -2.1081
H 0.8237 -2.2358 -3.6882
H -1.4368 -2.1250 -3.1545
H -1.2881 -1.0356 -1.7893
H -2.5143 -3.8711 -1.9074
H -2.5941 -2.4071 -0.8801
H -1.5966 -5.1592 0.0787
H -2.8413 -4.1317 0.7746
H -0.1302 -3.9845 1.4936
H -1.1818 -2.5856 1.6421
H 1.0592 -3.0900 -0.1101
H 0.1005 -1.5821 -0.0496
H -0.4260 -4.9861 -1.6799
H 1.0799 -4.2045 -1.9242
H -0.2248 -4.0486 -3.1666
O -1.7978 1.7918 1.5513
C -1.5696 0.5780 0.9204
O -2.3600 -0.3366 0.9927
O -0.4121 0.5708 0.2338
H -2.5911 1.6660 2.0977
*
```

In elementary charge units, the Mulliken charges are: number 1, C, carries -0.734; number 2, O, carries -0.366; number 3, C, carries -0.559; number 4, C, carries -0.780; number 5, N, carries -0.182; number 6, H, carries 0.417; number 7, H, carries 0.242; number 8, C, carries -0.763; number 9, C, carries -0.295; number 10, O, carries -0.393; number 11, C, carries -0.810; number 12, H, carries 0.336; number 13, H, carries 0.281; number 14, H, carries 0.253; number 15, H, carries 0.453; number 16, H, carries 0.381; number 17, H, carries 0.378; number 18, H, carries 0.327; number 19, H, carries 0.465; number 20, H, carries 0.246; number 21, H, carries 0.666; number 22, H, carries 0.022; number 23, H, carries 0.299; number 24, H, carries 0.318; number 25, H, carries 0.287; number 26, C, carries -1.298; number 27, C, carries -0.383; number 28, C, carries -0.329; number 29, C, carries -0.808; number 30, N, carries 0.430; number 31, C, carries -0.637; number 32, C, carries -0.783; number 33, C, carries -0.567; number 34, C, carries -0.349; number 35, C, carries -0.948; number 36, H, carries 0.338; number 37, H, carries 0.307; number 38, H, carries 0.375; number 39, H, carries 0.134; number 40, H, carries 0.458; number 41, H, carries 0.227; number 42, H, carries 0.403; number 43, H, carries 0.531; number 44, H, carries 0.165; number 45, H, carries 0.396; number 46, H, carries 0.461; number 47, H, carries 0.301; number 48, H, carries 0.454; number 49, H, carries 0.447; number 50, H, carries 0.276; number 51, H, carries 0.260; number 52, H, carries 0.033; number 53, H, carries 0.449; number 54, H, carries 0.215; number 55, H, carries 0.399; number 56, O, carries -0.366; number 57, C, carries 0.583; number 58, O, carries -0.613; number 59, O, carries -0.361; number 60, H, carries 0.312

Density functional theory data (wB97M-V/def2-TZVPD) for a cluster of 4 separate species, C16H37NO7 in total at a distorted geometry.

For the relative energy (zero: lowest compared OMol25 entry of this formula, charge and spin), the calculation gives 0.5486 eV. The total energy is -33014.735 eV. The gap between HOMO and LUMO is 0.3809 Ha. As for the HOMO energy: -9.9 eV.

ORCA input file:
```
! wB97M-V def2-TZVPD RIJCOSX def2/J DEFGRID3
* xyz 0 1
C 2.3765 -2.1340 1.0702
C 3.1188 -1.6740 -0.1583
O 3.0625 -2.2914 -1.1360
O 3.9028 -0.5790 -0.1254
C 3.4046 0.5116 0.6506
C 2.0360 1.0267 0.2244
C 1.6044 2.0656 1.2496
C 0.1609 2.4768 1.1039
O -0.6267 1.2702 1.1872
C -1.8148 1.3840 0.6248
N -2.2808 0.1807 0.1136
O -2.4163 2.3922 0.5611
H 2.9453 -2.0662 1.9891
H 1.4231 -1.6323 1.1406
H 2.1514 -3.1728 0.9053
H 3.4190 0.3140 1.7213
H 4.1001 1.3223 0.4933
H 2.1587 1.5480 -0.7150
H 1.2791 0.2619 0.1699
H 2.2167 2.9581 1.1962
H 1.7317 1.6917 2.2606
H -0.1028 3.1026 1.9511
H -0.0327 3.0038 0.1859
H -3.1106 0.3750 -0.4255
H -2.5224 -0.4441 0.8781
C -2.0477 6.8060 4.0572
C -0.9314 6.7220 3.0276
C -1.4714 6.8689 1.6129
O -0.2442 5.4772 3.1564
H -2.7719 6.0011 3.9043
H -1.6474 6.6933 5.0653
H -2.5727 7.7604 3.9951
H -0.1949 7.5025 3.2219
H -2.1773 6.0652 1.3857
H -0.6612 6.8017 0.8858
H -1.9800 7.8251 1.4805
H -0.8799 4.7711 2.9908
C 4.9917 -3.7630 -3.7600
C 4.4030 -4.3990 -5.0087
C 3.2792 -5.3629 -4.6597
O 5.4221 -5.0877 -5.7372
H 5.4181 -4.5275 -3.1036
H 5.7992 -3.0787 -4.0239
H 4.2355 -3.2113 -3.2009
H 4.0236 -3.6203 -5.6714
H 3.6531 -6.1767 -4.0319
H 2.8680 -5.8149 -5.5636
H 2.4748 -4.8553 -4.1253
H 5.7708 -5.7819 -5.1666
C -6.4278 -3.3754 0.5752
C -5.2117 -2.4715 0.4486
C -4.4480 -2.7394 -0.8390
O -4.3453 -2.6571 1.5703
H -6.1245 -4.4257 0.5971
H -6.9593 -3.1733 1.5055
H -7.1167 -3.2315 -0.2583
H -5.5292 -1.4278 0.4752
H -4.0786 -3.7679 -0.8676
H -3.5759 -2.0872 -0.9048
H -5.0756 -2.5746 -1.7160
H -4.0511 -3.5753 1.5669
*
```

In elementary charge units, the Mulliken charges are: number 1, C, carries -0.943; number 2, C, carries 0.673; number 3, O, carries -0.510; number 4, O, carries -0.379; number 5, C, carries -0.878; number 6, C, carries -0.106; number 7, C, carries -0.881; number 8, C, carries -0.263; number 9, O, carries -0.283; number 10, C, carries 0.505; number 11, N, carries -0.391; number 12, O, carries -0.566; number 13, H, carries 0.345; number 14, H, carries 0.261; number 15, H, carries 0.334; number 16, H, carries 0.410; number 17, H, carries 0.390; number 18, H, carries 0.139; number 19, H, carries 0.354; number 20, H, carries 0.432; number 21, H, carries 0.388; number 22, H, carries -0.058; number 23, H, carries 0.512; number 24, H, carries 0.286; number 25, H, carries 0.217; number 26, C, carries -1.234; number 27, C, carries 0.333; number 28, C, carries -1.165; number 29, O, carries -0.518; number 30, H, carries 0.309; number 31, H, carries 0.308; number 32, H, carries 0.397; number 33, H, carries 0.285; number 34, H, carries 0.253; number 35, H, carries 0.306; number 36, H, carries 0.396; number 37, H, carries 0.299; number 38, C, carries -1.025; number 39, C, carries 0.341; number 40, C, carries -1.210; number 41, O, carries -0.552; number 42, H, carries 0.322; number 43, H, carries 0.309; number 44, H, carries 0.239; number 45, H, carries 0.286; number 46, H, carries 0.323; number 47, H, carries 0.322; number 48, H, carries 0.331; number 49, H, carries 0.342; number 50, C, carries -1.398; number 51, C, carries 0.452; number 52, C, carries -1.130; number 53, O, carries -0.553; number 54, H, carries 0.351; number 55, H, carries 0.335; number 56, H, carries 0.369; number 57, H, carries 0.273; number 58, H, carries 0.358; number 59, H, carries 0.259; number 60, H, carries 0.348; number 61, H, carries 0.352